Molecular formula: C18H23NO2
Method: DFT, ωB97M-V with the def2-TZVPD basis set

Properties
* ΔE to the lowest compared entry with this formula, charge and spin: 18.4 kJ/mol
* SMILES: CCc1ccc2oc(=O)cc(CN3CCC(C)CC3)c2c1
* frontier orbital gap: 8.64 eV

```
44
Properties=species:S:1:pos:R:3:forces:R:3
C 2.42720 -3.11277 -2.99739 0.2 0.1 0.1
C 2.88580 -2.29590 -1.78764 -0.2 -0.2 -0.1
C 1.95358 -2.50661 -0.62908 0.1 0.1 0.0
C 2.16040 -3.56280 0.26104 -0.1 0.2 0.0
C 1.29429 -3.78915 1.30678 -0.3 0.0 0.2
C 0.18904 -2.95853 1.48265 0.5 0.3 -0.8
O -0.62508 -3.22475 2.53037 0.0 -0.2 0.2
C -1.73452 -2.47175 2.79283 -0.4 -0.1 0.5
O -2.41005 -2.76120 3.74955 0.3 0.1 -0.3
C -2.00545 -1.37406 1.88231 0.2 0.2 -0.5
C -1.21545 -1.08214 0.82663 -0.5 0.0 0.4
C -1.55746 0.04552 -0.10720 0.0 0.2 0.0
N -0.45577 0.98603 -0.23647 -0.1 -0.1 0.0
C -0.10100 1.65175 1.00479 0.0 0.1 0.2
C -1.09690 2.73388 1.43678 0.1 -0.1 -0.2
C -1.32502 3.77229 0.33113 -0.1 0.0 0.0
C -0.13181 4.71378 0.17654 -0.2 -0.1 0.0
C -1.66006 3.05022 -0.97996 0.1 -0.1 0.1
C -0.63452 1.95697 -1.29985 -0.1 0.1 -0.2
C -0.04569 -1.89594 0.59518 0.2 -0.4 0.3
C 0.85416 -1.69050 -0.45546 0.0 -0.3 0.1
H 2.40549 -4.17238 -2.75343 0.0 -0.1 0.0
H 3.10344 -2.96321 -3.83559 0.0 0.0 -0.1
H 1.42694 -2.81114 -3.29939 -0.1 0.0 -0.1
H 3.89627 -2.60115 -1.50994 0.0 0.1 0.0
H 2.90785 -1.23811 -2.05474 0.1 0.0 0.0
H 3.01664 -4.20801 0.12999 0.1 -0.1 0.0
H 1.44807 -4.59769 2.00346 0.0 -0.1 0.1
H -2.89312 -0.80313 2.10805 -0.1 0.1 0.0
H -2.49379 0.51149 0.23777 0.0 -0.1 -0.1
H -1.74357 -0.37722 -1.10130 -0.1 0.0 0.0
H 0.88759 2.09571 0.85757 0.0 0.0 0.1
H -0.01132 0.89542 1.78813 0.1 0.1 0.0
H -2.04997 2.26293 1.68817 0.0 0.0 0.1
H -0.72502 3.22304 2.33824 0.0 0.0 0.1
H -2.18975 4.38648 0.61255 0.1 -0.1 0.0
H 0.77165 4.17655 -0.09691 0.2 0.0 0.0
H -0.33516 5.45374 -0.59470 0.0 0.1 -0.1
H 0.05447 5.23803 1.11131 0.1 0.1 0.1
H -2.65102 2.59758 -0.89677 -0.1 0.0 -0.1
H -1.69201 3.76569 -1.80336 -0.1 0.0 -0.1
H 0.34293 2.41314 -1.48244 0.0 0.0 -0.1
H -0.92983 1.42688 -2.20979 0.1 0.0 0.0
H 0.68752 -0.85897 -1.12043 0.0 0.1 -0.1
```
Positions in Å, forces in eV/Å.